Density functional theory data (the ωB97M-V functional and the def2-TZVPD basis) for 2 unconnected molecules or ions with the total composition C4H12NO in a non-equilibrium geometry.

XYZ file:
```
18
Properties=species:S:1:pos:R:3:lowdin_charge:R:1
C 2.55 0.70 -0.87 -0.101
C 1.54 -0.41 -1.14 -0.221
C 0.21 -0.13 -0.46 -0.070
C -0.90 -0.74 -0.76 -0.069
N -2.13 -0.32 -0.03 0.188
H 2.24 1.62 -1.39 0.089
H 2.53 1.03 0.17 0.068
H 3.58 0.43 -1.07 0.081
H 1.34 -0.47 -2.20 0.113
H 1.91 -1.36 -0.79 0.121
H 0.25 0.72 0.21 0.110
H -1.06 -1.48 -1.53 0.132
H -2.71 0.29 -0.60 0.172
H -1.83 0.19 0.82 0.105
H -2.69 -1.10 0.30 0.171
H -1.73 0.81 3.06 0.079
H -0.22 0.93 2.89 0.083
O -1.01 0.61 2.43 -0.051
```

Values from the calculation:
DFT total energy = -289.3371 Eh
Kohn-Sham gap = 11.120 eV
HOMO energy = -14.4 eV
Charge = +1
Molar mass = 90.1 Da